(1)
A molecular structure, C14H24BBr3N2OS. Source: OMol25; level of theory: wB97M-V/def2-TZVPD.

```
! RIJCOSX wB97M-V def2-TZVPD def2/J DEFGRID3
* xyz 0 1
C -1.26 -0.70 2.12
B -0.73 0.61 1.45
O -0.37 1.69 2.19
C -0.61 0.86 -0.15
C -1.41 2.07 -0.43
N -2.03 3.01 -0.64
C 0.86 1.19 -0.55
C 1.82 0.00 -0.75
C 2.97 -0.08 0.27
C 4.00 -1.11 -0.22
C 2.45 -0.42 1.67
C -1.21 -0.30 -1.01
C -2.64 -0.48 -0.70
N -3.75 -0.64 -0.48
C -1.04 -0.10 -2.54
C -0.21 -1.17 -3.25
C -0.66 -2.60 -2.92
S 0.02 -3.72 -4.18
H -1.09 -0.70 3.20
H -0.82 -1.62 1.72
H -2.34 -0.77 1.97
H -0.27 1.47 3.13
H 1.26 1.84 0.23
H 0.83 1.80 -1.46
H 2.27 0.07 -1.74
H 1.30 -0.96 -0.73
H 3.44 0.90 0.30
H 3.50 -1.93 -0.74
H 4.71 -0.67 -0.91
H 4.55 -1.55 0.61
H 2.06 0.46 2.17
H 3.24 -0.85 2.30
H 1.64 -1.16 1.61
H -0.72 -1.22 -0.69
H -2.03 -0.06 -3.00
H -0.59 0.88 -2.72
H -0.32 -1.01 -4.32
H 0.85 -1.07 -3.03
H -0.29 -2.92 -1.95
H -1.75 -2.66 -2.91
H -0.07 -4.85 -3.47
C -3.02 3.76 4.05
Br -4.11 5.05 4.98
Br -2.24 2.50 5.28
Br -3.99 2.88 2.65
H -2.21 4.30 3.59
*
```

Summary:
Gap between HOMO and LUMO = 9.411 eV
LUMO = 0.03 eV

---

(2)
A molecular structure, C38H39F6N6O3PbS. Source: OMol25; level of theory: wB97M-V/def2-TZVPD.

```
! RIJCOSX wB97M-V def2-TZVPD def2/J DEFGRID3
* xyz 3 1
Pb 0.22 -0.51 -0.53
C 2.02 6.39 -1.54
C 1.98 4.77 -1.59
C 3.09 3.96 -1.71
C 2.96 2.58 -1.97
C 4.18 1.93 -2.35
N 4.54 0.66 -2.44
C 3.97 -0.69 -2.43
C 4.82 -1.54 -1.44
C 4.27 -2.97 -1.39
N 2.89 -3.22 -0.89
C 2.20 -4.28 -1.18
C 0.91 -4.65 -0.67
C 0.36 -5.89 -0.75
C -0.95 -6.15 -0.14
C -1.54 -7.57 -0.47
C -1.67 -5.18 0.52
C -1.18 -3.90 0.66
C -2.12 -2.72 0.97
N -1.85 -1.62 0.48
C -2.73 -0.52 0.89
C -3.61 0.22 -0.17
C -2.82 0.96 -1.29
N -1.40 1.22 -1.20
C -0.89 2.34 -1.55
C 0.51 2.81 -1.49
C 0.77 4.15 -1.51
C 1.65 1.93 -1.80
O 1.45 0.66 -1.93
C 0.25 -3.64 0.26
O 0.85 -2.74 0.79
H 2.40 6.73 -2.51
H 2.76 6.68 -0.70
H 0.91 6.70 -1.46
H 4.09 4.46 -1.82
H 5.04 2.57 -2.50
H 5.49 0.61 -2.75
H 4.01 -1.07 -3.43
H 2.88 -0.61 -2.18
H 4.88 -1.13 -0.41
H 5.89 -1.73 -1.82
H 4.94 -3.43 -0.60
H 4.38 -3.46 -2.33
H 2.54 -2.48 -0.25
H 2.69 -5.00 -1.85
H 0.85 -6.73 -1.16
H -0.78 -8.29 -0.95
H -2.33 -7.37 -1.21
H -1.84 -8.06 0.46
H -2.61 -5.25 1.07
H -2.95 -2.90 1.61
H -1.96 0.18 1.35
H -3.37 -0.81 1.66
H -4.08 0.93 0.54
H -4.36 -0.46 -0.53
H -3.41 1.81 -1.48
H -2.84 0.39 -2.22
H -1.65 3.11 -1.89
H -0.09 4.78 -1.42
C -0.87 -0.99 -4.00
C -0.38 -2.24 -3.31
O -0.07 -2.20 -1.97
C 0.92 -2.75 -3.99
F 1.50 -3.77 -3.38
F 1.72 -1.68 -4.00
F 0.68 -3.13 -5.28
C -1.48 -3.35 -3.37
F -1.87 -3.39 -4.71
F -2.55 -3.18 -2.55
F -1.05 -4.62 -3.03
H -0.22 -0.11 -3.67
H -1.90 -0.86 -3.68
H -0.82 -1.11 -5.07
S -0.76 5.12 5.42
C -1.17 4.12 3.98
C -2.23 4.36 3.21
C -2.39 3.68 1.95
N -1.41 2.93 1.48
C -0.29 2.77 2.20
C -0.15 3.23 3.47
C -1.63 4.06 6.56
C -1.19 4.13 7.92
C -2.09 3.80 8.85
N -3.28 3.20 8.59
C -3.64 2.95 7.32
C -2.84 3.40 6.31
H -2.95 5.13 3.46
H -3.26 4.00 1.40
H 0.54 2.19 1.86
H 0.82 3.05 3.98
H -0.29 4.72 8.24
H -1.94 3.89 9.93
H -4.64 2.54 7.13
H -3.39 3.15 5.33
*
```

Summary:
Gap between HOMO and LUMO (alpha / beta) = 5.812 / 3.460 eV
LUMO (alpha / beta) = -9.00 / -11.36 eV
Relative energy (zero: lowest compared OMol25 entry of this formula, charge and spin) = 110.3 kcal per mole

---

(3)
A molecular structure, C27H23MnN15O2S2. Source: OMol25; level of theory: wB97M-V/def2-TZVPD.

```
! RIJCOSX wB97M-V def2-TZVPD def2/J DEFGRID3
* xyz -1 5
Mn 0.95 -0.62 0.72
C -3.84 5.75 0.81
C -3.00 4.65 1.41
C -2.89 4.51 2.79
C -2.08 3.53 3.35
C -1.39 2.67 2.51
C -1.49 2.78 1.13
C -2.30 3.77 0.60
S -0.28 1.49 3.23
O 1.03 2.07 3.28
O -0.89 1.03 4.46
N -0.23 0.30 2.15
C -1.29 -0.57 1.98
C -2.59 -0.56 2.51
C -3.46 -1.55 2.08
C -3.05 -2.52 1.16
C -1.76 -2.45 0.69
N -0.91 -1.52 1.12
H -4.61 6.09 1.51
H -4.32 5.42 -0.11
H -3.21 6.61 0.56
H -3.44 5.18 3.44
H -2.00 3.42 4.42
H -0.95 2.11 0.48
H -2.36 3.87 -0.48
H -2.90 0.19 3.22
H -4.47 -1.56 2.47
H -3.72 -3.29 0.81
H -1.37 -3.14 -0.04
N 2.98 2.24 0.86
C 1.90 2.32 0.00
N 1.54 3.45 -0.58
N 0.54 3.09 -1.40
N 0.32 1.82 -1.32
N 1.19 1.28 -0.42
C 3.26 1.12 1.61
N 4.23 1.08 2.51
N 4.18 -0.19 2.98
N 3.26 -0.87 2.41
N 2.65 -0.05 1.50
H 3.30 3.11 1.24
C -2.97 2.49 -3.18
C -3.25 1.08 -2.67
C -2.01 0.25 -2.58
N -1.67 -0.40 -1.53
N -0.42 -0.97 -1.62
C 0.15 -0.74 -2.76
N 1.40 -1.19 -3.07
S -0.82 0.19 -3.85
H -3.88 3.10 -3.13
H -2.64 2.49 -4.22
H -2.20 2.97 -2.58
H -3.99 0.58 -3.31
H -3.66 1.11 -1.66
H 1.90 -1.54 -2.27
H 1.94 -0.59 -3.68
N 6.02 -8.50 -2.74
C 5.43 -7.59 -2.35
C 4.69 -6.45 -1.87
C 5.36 -5.39 -1.26
C 4.64 -4.30 -0.79
C 3.25 -4.25 -0.94
C 2.59 -5.32 -1.55
C 3.30 -6.41 -2.01
C 2.52 -3.11 -0.45
C 1.92 -2.16 -0.01
H 6.43 -5.43 -1.15
H 5.15 -3.48 -0.31
H 1.52 -5.27 -1.65
H 2.79 -7.23 -2.49
*
```

Summary:
Gap between HOMO and LUMO (alpha / beta) = 7.086 / 7.184 eV
LUMO (alpha / beta) = 1.61 / 1.69 eV
Expectation value of S² = 6.062
Relative energy (zero: lowest compared OMol25 entry of this formula, charge and spin) = 17.9 kcal per mole

---

(4)
A molecular structure, C20H15BrClI2N2O6Sm. Source: OMol25; level of theory: wB97M-V/def2-TZVPD.

```
! RIJCOSX wB97M-V def2-TZVPD def2/J DEFGRID3
* xyz 0 6
Sm -0.17 1.38 0.74
I -2.33 1.62 -1.31
C -2.42 4.14 -0.66
I -1.30 4.23 1.23
H -3.36 4.66 -0.48
H -1.82 4.71 -1.36
O -0.18 -2.65 5.12
C -0.59 -1.53 5.68
O -0.93 -1.46 6.83
C -0.64 -0.30 4.82
C -0.95 0.95 5.32
N -0.94 1.81 4.29
N -0.65 1.19 3.13
C -0.46 -0.10 3.44
C -0.12 -1.07 2.32
O 0.35 -2.17 2.60
O -0.38 -0.65 1.15
H 0.09 -2.57 4.16
H -1.15 1.25 6.33
H -1.12 2.81 4.31
Cl -4.42 -3.35 -6.35
C -3.70 -2.54 -5.01
C -2.51 -3.01 -4.48
C -1.93 -2.35 -3.41
C -2.54 -1.23 -2.86
C -1.95 -0.58 -1.65
C -3.73 -0.77 -3.40
C -4.32 -1.42 -4.47
H -2.04 -3.89 -4.90
H -1.00 -2.72 -3.00
H -0.86 -0.67 -1.63
H -2.36 -1.05 -0.74
H -4.19 0.11 -2.98
H -5.25 -1.06 -4.89
Br 4.64 2.24 1.94
C 4.68 1.15 0.40
C 5.91 0.66 -0.03
C 5.98 -0.10 -1.18
C 4.83 -0.37 -1.92
C 3.62 0.11 -1.48
C 3.52 0.88 -0.32
C 2.17 1.34 0.07
O 1.90 1.71 1.25
O 1.26 1.34 -0.80
H 6.80 0.88 0.54
H 6.93 -0.50 -1.51
H 4.89 -0.95 -2.83
H 2.70 -0.10 -2.03
*
```

Summary:
Gap between HOMO and LUMO (alpha / beta) = 6.898 / 6.920 eV
LUMO (alpha / beta) = -0.50 / -0.47 eV
Expectation value of S² = 8.757

---

(5)
A molecular structure, C22H36HgO2P2. Source: OMol25; level of theory: wB97M-V/def2-TZVPD.

```
! RIJCOSX wB97M-V def2-TZVPD def2/J DEFGRID3
* xyz 0 1
P -3.44 -2.82 -1.34
P -1.45 -3.60 1.01
C -3.62 -4.46 -0.51
C -3.11 -4.44 0.92
H -3.09 -5.16 -1.18
H -4.67 -4.75 -0.50
H -3.76 -3.82 1.53
H -3.11 -5.45 1.32
C -0.69 -5.33 0.54
H 0.39 -5.44 0.72
H -0.85 -5.56 -0.53
H -1.19 -6.10 1.14
C -0.61 -3.71 2.66
H 0.17 -4.49 2.64
H -1.33 -3.92 3.46
H -0.07 -2.75 2.82
C -4.50 -3.49 -2.72
H -4.87 -2.74 -3.43
H -5.37 -3.99 -2.27
H -3.94 -4.25 -3.28
C -4.59 -1.61 -0.60
H -4.50 -1.65 0.50
H -5.60 -1.88 -0.92
H -4.34 -0.59 -0.93
Hg -2.65 -1.52 1.94
C -0.11 -3.82 -2.28
C -0.79 -4.72 -2.99
C -0.94 -4.79 -4.47
C -0.91 -3.34 -5.06
C -1.93 -2.44 -4.48
C -1.93 -1.59 -3.43
C -0.86 -1.27 -2.42
C 0.25 -2.33 -2.33
C -3.23 0.55 1.96
H 0.23 -4.17 -1.27
H -1.13 -5.58 -2.39
H -1.84 -5.34 -4.83
H -0.10 -5.37 -4.88
H 0.10 -2.89 -5.04
H -1.16 -3.47 -6.12
H -2.79 -2.28 -5.16
H -2.81 -0.92 -3.34
H -1.20 -0.95 -1.42
H -0.44 -0.31 -2.77
H 0.98 -2.08 -3.11
H 0.73 -2.13 -1.36
H -3.92 0.68 2.82
H -3.60 1.05 1.05
H -2.27 0.98 2.25
O 1.04 -1.17 0.91
C 1.05 -0.69 2.08
O 0.16 -0.79 2.98
C 2.27 0.12 2.46
C 3.25 0.43 1.49
C 4.19 1.44 1.72
C 4.24 2.08 2.98
C 3.39 1.64 4.02
C 2.45 0.64 3.77
H 3.23 -0.13 0.55
H 4.88 1.72 0.92
H 4.95 2.89 3.16
H 3.47 2.07 5.03
H 1.82 0.24 4.58
*
```

Summary:
Gap between HOMO and LUMO = 6.002 eV
LUMO = -1.94 eV
Relative energy (zero: lowest compared OMol25 entry of this formula, charge and spin) = 0.0 kcal per mole

---

(6)
2 unconnected molecules or ions with the total composition CHN3OS. Source: OMol25; level of theory: wB97M-V/def2-TZVPD.

```
! RIJCOSX wB97M-V def2-TZVPD def2/J DEFGRID3
* xyz 0 1
C -2.37 0.60 0.20
N 1.95 -0.74 0.15
N 2.18 -1.75 0.62
N 1.40 0.20 -0.32
O -2.28 1.75 0.40
S -2.47 -0.91 0.01
H 1.60 0.85 -1.06
*
```

Summary:
Gap between HOMO and LUMO = 10.860 eV
LUMO = 0.67 eV
Relative energy (zero: lowest compared OMol25 entry of this formula, charge and spin) = 44.9 kcal per mole

---

Number 1: total energy -241575.0699 eV. Number 2: total energy -87480.5300 eV. Number 3: total energy -107809.9037 eV. Number 4: total energy -152920.7440 eV. Number 5: total energy -50239.8176 eV. Number 6: total energy -18404.2190 eV.